No. 1
{
  "formula": "C3H4N2O2",
  "method": "ωB97M-V with the def2-TZVPD basis set",
  "e_homo_ha": -0.376,
  "homo_lumo_gap_ev": 10.8,
  "total_energy_ha": -376.702838,
  "smiles": "[H]/N=C1\\COC(=O)N1",
  "multiplicity": 1,
  "species": ["C", "C", "C", "H", "H", "H", "H", "N", "N", "O", "O"],
  "xyz": [[-0.70, -0.38, -0.08], [-0.29, 1.04, 0.12], [1.62, -0.30, -0.08], [-2.56, -0.02, -0.44], [-0.57, 1.96, -0.54], [-0.47, 1.41, 1.13], [0.48, -2.05, 0.05], [-1.90, -0.89, -0.09], [0.46, -1.07, 0.12], [1.16, 0.97, -0.16], [2.77, -0.67, -0.05]]
}



No. 2
{
  "formula": "C2HN6O",
  "method": "ωB97M-V with the def2-TZVPD basis set",
  "charge": 1,
  "e_homo_ha": -0.580,
  "homo_lumo_gap_ev": 7.5,
  "total_energy_ha": -480.007084,
  "multiplicity": 1,
  "species": ["C", "C", "N", "N", "N", "N", "N", "N", "O", "H"],
  "xyz": [[-1.29, 1.65, 0.91], [0.03, -0.52, -1.74], [0.12, -0.91, 1.37], [-0.56, 1.66, -0.02], [-0.61, -1.40, -2.05], [0.47, 1.53, -0.68], [0.80, 0.60, -1.40], [-0.24, -1.40, 2.29], [-0.53, -1.94, 3.23], [1.80, 0.72, -1.90]]
}



No. 3
{
  "formula": "C2H8N2O2",
  "method": "ωB97M-V with the def2-TZVPD basis set",
  "e_homo_ha": [-0.315, -0.295],
  "homo_lumo_gap_ev": [8.8, 8.3],
  "total_energy_ha": -340.671919,
  "multiplicity": 1,
  "species": ["C", "C", "N", "N", "O", "O", "H", "H", "H", "H", "H", "H", "H", "H"],
  "xyz": [[0.15, 1.80, -0.42], [0.99, -1.83, 0.22], [-0.14, 1.16, 0.85], [-0.62, -0.08, 1.05], [-1.60, -0.74, -1.00], [-1.77, -0.51, 0.42], [-0.04, 2.89, -0.54], [1.25, 1.63, -0.65], [-0.50, 1.40, -1.29], [0.01, -2.26, -0.01], [1.66, -1.67, -0.54], [1.19, -1.72, 1.24], [0.39, 1.46, 1.64], [-0.98, -1.52, -0.97]]
}



No. 4
{
  "formula": "C3H7NO",
  "method": "ωB97M-V with the def2-TZVPD basis set",
  "e_homo_ha": -0.342,
  "homo_lumo_gap_ev": 9.3,
  "total_energy_ha": -248.382392,
  "smiles": "C=CN=C.O",
  "multiplicity": 1,
  "species": ["C", "C", "C", "N", "H", "H", "H", "H", "H", "H", "H", "O"],
  "xyz": [[0.43, 0.77, -0.40], [0.35, 1.63, -1.53], [-1.72, -0.17, -0.61], [-0.50, -0.33, -0.32], [0.94, 1.07, 0.45], [0.16, 1.22, -2.51], [0.69, 2.66, -1.42], [-2.51, -0.77, -0.12], [-2.18, 0.20, -1.51], [0.75, -2.31, 2.52], [0.85, -1.16, 1.49], [1.30, -1.50, 2.32]]
}



No. 5
{
  "formula": "C3H10N3O2",
  "method": "ωB97M-V with the def2-TZVPD basis set",
  "charge": -1,
  "e_homo_ha": -0.163,
  "homo_lumo_gap_ev": 8.5,
  "total_energy_ha": -435.138264,
  "multiplicity": 1,
  "species": ["N", "C", "O", "O", "H", "H", "C", "C", "N", "N", "H", "H", "H", "H", "H", "H", "H", "H"],
  "xyz": [[1.27, 3.03, 1.70], [0.91, 1.78, 1.10], [0.33, 0.97, 1.87], [1.19, 1.64, -0.11], [1.39, 2.91, 2.69], [2.03, 3.49, 1.24], [-1.46, -1.00, -0.65], [0.03, -1.30, -0.74], [0.20, -2.75, -1.02], [-1.81, 0.37, -0.26], [-1.90, -1.25, -1.62], [-1.88, -1.69, 0.08], [0.50, -0.66, -1.49], [0.52, -1.08, 0.21], [1.13, -3.04, -0.75], [0.13, -2.93, -2.01], [-1.31, 0.53, 0.62], [-1.29, 1.00, -0.88]]
}



- Number 1 is which compound?
  C3H4N2O2